A molecular structure, C29H53BN7O5ReS3, computed with ωB97M-V with the def2-TZVPD basis set.

Geometry as ORCA input:
```
! RIJCOSX wB97M-V def2-TZVPD def2/J DEFGRID3
* xyz 3 2
Re -0.340 0.670 -0.766
C -3.788 1.177 0.590
O -2.786 1.656 -0.296
C -3.249 2.740 -1.092
C -2.409 2.796 -2.360
O -1.044 2.804 -1.994
C -0.163 3.031 -3.082
C 1.175 3.414 -2.473
O 1.541 2.400 -1.545
C 2.618 2.844 -0.734
H -4.308 2.008 1.071
H -3.297 0.569 1.348
H -4.522 0.566 0.058
H -3.154 3.678 -0.529
H -4.298 2.587 -1.376
H -2.644 3.703 -2.929
H -2.619 1.911 -2.977
H -0.540 3.842 -3.713
H -0.059 2.117 -3.683
H 1.073 4.374 -1.950
H 1.940 3.510 -3.255
H 2.364 3.776 -0.217
H 3.505 3.011 -1.352
H 2.822 2.067 0.000
C -2.676 3.155 4.700
C -1.585 3.014 3.642
C -2.087 3.653 2.348
C -0.303 3.696 4.130
N -1.257 1.583 3.453
C -1.577 0.597 4.341
C -0.903 -0.524 3.977
N -0.168 -0.241 2.862
B 0.934 -1.221 2.392
N 0.355 -2.390 1.561
C 0.774 -3.666 1.798
C -0.033 -4.513 1.111
N -0.956 -3.761 0.445
C -0.691 -2.468 0.711
S -1.618 -1.082 0.219
C -1.964 -4.431 -0.405
C -2.718 -5.452 0.452
C -1.183 -5.098 -1.541
C -2.973 -3.452 -0.989
N 2.148 -0.547 1.690
C 3.238 -0.215 2.446
C 4.308 -0.091 1.624
N 3.886 -0.337 0.346
C 2.557 -0.575 0.405
S 1.477 -0.841 -0.933
C 4.873 -0.500 -0.752
C 5.676 0.797 -0.923
C 5.803 -1.649 -0.339
C 4.213 -0.879 -2.070
C -0.418 1.041 2.548
S 0.280 1.839 1.183
H -3.000 4.191 4.719
H -2.308 2.911 5.691
H -3.543 2.542 4.469
H -2.062 4.734 2.462
H -3.112 3.355 2.155
H -1.468 3.392 1.491
H -0.526 4.722 4.404
H 0.464 3.701 3.360
H 0.088 3.192 5.011
H -2.236 0.745 5.170
H -0.877 -1.484 4.448
H 1.369 -1.700 3.381
H 1.591 -3.889 2.453
H -0.021 -5.583 1.079
H -2.080 -6.251 0.813
H -3.500 -5.905 -0.149
H -3.189 -4.969 1.306
H -0.460 -5.815 -1.166
H -0.653 -4.341 -2.115
H -1.868 -5.627 -2.195
H -3.548 -2.954 -0.213
H -3.666 -4.011 -1.612
H -2.476 -2.713 -1.609
H 3.180 -0.110 3.509
H 5.327 0.131 1.867
H 5.741 1.369 -0.002
H 5.242 1.432 -1.691
H 6.688 0.552 -1.232
H 6.435 -1.383 0.503
H 6.449 -1.892 -1.177
H 5.237 -2.541 -0.084
H 3.526 -0.112 -2.416
H 3.692 -1.832 -1.994
H 5.002 -0.990 -2.810
N -1.998 -0.399 -5.375
C -1.346 -1.517 -4.643
C -0.893 -1.129 -3.201
O -0.465 -2.016 -2.490
O -1.023 0.091 -2.894
H -2.260 -0.690 -6.327
H -1.350 0.400 -5.436
H -2.845 -0.087 -4.880
H -0.461 -1.848 -5.191
H -2.025 -2.367 -4.565
*
```

Calculated values
relative energy (zero: lowest compared OMol25 entry of this formula, charge and spin) = 1.209 eV
HOMO energy (alpha / beta) = -15.362 / -15.201 eV
LUMO energy (alpha / beta) = -9.9 / -9.3 eV

These are the Mulliken partial charges, in e, on atoms 1 to 8: 3.103, -1.165, 0.195, -0.829, -0.456, -0.323, -0.430, -0.906

=====

C15H20N4O in the gas phase, computed with ωB97M-V with the def2-TZVPD basis set.

Geometry as ORCA input:
```
! RIJCOSX wB97M-V def2-TZVPD def2/J DEFGRID3
* xyz 0 1
C 0.219 2.727 0.053
H 1.143 3.272 -0.123
H -0.620 3.323 -0.288
H 0.100 2.551 1.118
C 0.231 1.402 -0.715
N 1.341 0.500 -0.441
C 1.549 0.202 0.965
C 2.503 -0.984 1.078
N 3.773 -0.639 0.468
C 4.755 -1.687 0.635
H 4.456 -2.633 0.156
H 5.699 -1.361 0.201
H 4.904 -1.867 1.698
C 3.568 -0.306 -0.929
C 2.605 0.873 -1.044
H 2.443 1.110 -2.098
H 3.058 1.747 -0.548
H 4.531 -0.034 -1.367
H 3.157 -1.164 -1.493
H 2.674 -1.216 2.132
H 2.047 -1.868 0.596
H 0.591 -0.046 1.428
H 1.993 1.055 1.501
C -1.059 0.641 -0.500
N -2.128 1.246 -0.136
C -3.273 0.501 0.008
C -4.451 1.147 0.399
C -5.614 0.427 0.553
C -5.636 -0.948 0.326
C -4.487 -1.601 -0.057
C -3.298 -0.888 -0.220
C -2.068 -1.567 -0.622
O -1.932 -2.754 -0.833
N -0.996 -0.696 -0.750
H -0.086 -1.074 -0.998
H -4.473 -2.665 -0.239
H -6.557 -1.498 0.451
H -6.521 0.932 0.854
H -4.418 2.211 0.571
H 0.278 1.629 -1.790
*
```

Calculated values
SMILES = C[C@H](c1nc2ccccc2c(=O)[nH]1)N1CCN(C)CC1
relative energy (zero: lowest compared OMol25 entry of this formula, charge and spin) = 0.179 eV
HOMO energy = -8.600 eV
LUMO energy = 0.7 eV

These are the natural (NBO) partial charges, in e, on atoms 1 to 8: -0.629, 0.209, 0.240, 0.215, -0.073, -0.471, -0.235, -0.226

=====

A molecular structure, C56H51N4ORbS2Si, computed with ωB97M-V with the def2-TZVPD basis set.

Geometry as ORCA input:
```
! RIJCOSX wB97M-V def2-TZVPD def2/J DEFGRID3
* xyz -1 2
Rb -0.175 0.241 0.090
C -2.504 -1.844 2.778
C -2.261 -2.185 1.326
C -3.065 -1.640 0.320
C -4.255 -0.778 0.663
C -2.757 -1.879 -1.026
C -3.560 -1.199 -2.109
C -1.693 -2.717 -1.365
C -1.453 -3.106 -2.804
C -0.864 -3.232 -0.364
C 0.363 -4.017 -0.759
C -1.160 -2.982 0.978
C -0.294 -3.582 2.062
H -3.019 -2.646 3.317
H -3.080 -0.931 2.891
H -1.565 -1.651 3.299
H -3.997 0.286 0.672
H -4.652 -1.009 1.649
H -5.067 -0.921 -0.050
H -4.474 -1.747 -2.361
H -2.985 -1.096 -3.028
H -3.867 -0.200 -1.801
H -2.384 -3.131 -3.369
H -1.012 -4.100 -2.871
H -0.772 -2.420 -3.309
H 0.122 -5.056 -1.008
H 1.110 -4.031 0.030
H 0.842 -3.570 -1.631
H 0.612 -2.993 2.244
H 0.035 -4.587 1.798
H -0.825 -3.651 3.008
S -0.076 0.826 -7.760
C -1.576 1.514 -8.222
C -2.413 1.616 -7.155
C -1.835 1.137 -5.948
C -0.554 0.664 -6.111
C 0.364 0.109 -5.126
C -0.018 0.013 -3.778
N 0.728 -0.416 -2.789
C 2.024 -0.795 -3.073
C 2.511 -0.729 -4.415
C 3.892 -1.091 -4.658
C 4.709 -1.453 -3.656
C 4.243 -1.515 -2.287
C 5.077 -1.825 -1.236
C 4.586 -1.833 0.080
C 3.219 -1.559 0.227
N 2.384 -1.259 -0.739
C 2.872 -1.199 -2.026
C 5.445 -2.069 1.236
C 6.749 -2.493 1.262
C 7.289 -2.576 2.578
C 6.395 -2.208 3.535
S 4.889 -1.773 2.844
C 1.679 -0.293 -5.421
H -1.759 1.801 -9.244
H -3.413 2.022 -7.219
H -2.355 1.142 -5.001
H -1.026 0.314 -3.500
H 4.259 -1.048 -5.679
H 5.745 -1.706 -3.857
H 6.123 -2.029 -1.443
H 2.781 -1.564 1.224
H 7.304 -2.748 0.371
H 8.297 -2.899 2.796
H 6.534 -2.187 4.603
H 2.069 -0.245 -6.433
C -5.860 4.361 1.400
C -5.976 3.120 2.007
C -4.840 2.427 2.412
C -3.544 2.937 2.252
C -3.466 4.199 1.636
C -4.589 4.894 1.214
Si -1.920 1.935 2.545
C -1.977 1.395 4.404
C -3.106 1.046 5.154
C -3.019 0.480 6.423
C -1.783 0.234 7.002
C -0.638 0.579 6.291
C -0.743 1.146 5.031
H -6.741 4.900 1.071
H -6.955 2.678 2.160
H -4.983 1.440 2.839
H -2.490 4.648 1.483
H -4.476 5.862 0.738
H -0.973 3.116 2.742
H -4.097 1.225 4.754
H -3.928 0.230 6.959
H -1.711 -0.215 7.985
H 0.341 0.398 6.722
H 0.172 1.391 4.496
N 1.906 0.873 1.974
C 2.693 1.456 2.572
C 3.623 2.189 3.407
C 3.142 3.282 4.119
C 4.015 3.978 4.942
C 5.340 3.576 5.040
C 5.809 2.481 4.326
C 4.946 1.777 3.500
H 2.103 3.572 4.026
H 3.655 4.828 5.505
H 6.017 4.122 5.686
H 6.841 2.170 4.414
H 5.284 0.908 2.950
O 0.295 2.623 -1.114
N 1.309 2.628 -1.912
C 2.512 2.196 -1.466
C 3.591 2.105 -2.318
C 3.455 2.477 -3.645
C 2.220 2.933 -4.077
C 1.158 3.001 -3.202
H 2.510 1.895 -0.429
H 4.518 1.708 -1.929
H 4.281 2.384 -4.335
H 2.041 3.203 -5.109
H 0.154 3.297 -3.460
*
```

Calculated values
relative energy (zero: lowest compared OMol25 entry of this formula, charge and spin) = 0.116 eV
HOMO energy (alpha / beta) = -2.333 / -3.266 eV
LUMO energy (alpha / beta) = 1.9 / 1.9 eV

These are the Mulliken partial charges, in e, on atoms 1 to 8: 0.801, -2.033, 1.628, 0.981, -2.378, 1.536, -2.367, 1.224

=====

A molecular structure, CDyF3OS, computed with ωB97M-V with the def2-TZVPD basis set.

Geometry as ORCA input:
```
! RIJCOSX wB97M-V def2-TZVPD def2/J DEFGRID3
* xyz 2 6
Dy 2.217 -0.895 -0.326
S -0.180 1.733 0.347
O 1.155 1.095 -0.101
C -1.327 0.567 0.057
F -2.554 0.770 0.338
F 1.795 -2.801 0.331
F -1.106 -0.469 -0.646
*
```

Calculated values
HOMO energy (alpha / beta) = -19.593 / -19.597 eV
LUMO energy (alpha / beta) = -11.1 / -12.3 eV

Charges in e, computed with Mulliken, in the same order as the atoms: 2.102, 0.443, -0.591, 0.644, -0.042, -0.469, -0.087

=====

Taking the records one at a time from the top gives calculated total energy values of -86892.73285; -23888.62479; -97112.08926; -46136.22653 eV.